# 1
# C14H20N3ReSb3Se4

A molecular structure, C14H20N3ReSb3Se4 (the ωB97M-V functional and the def2-TZVPD basis, the OMol25 dataset).

Geometry as ORCA input:
```
! wB97M-V def2-TZVPD RIJCOSX def2/J DEFGRID3
* xyz 3 1
Re 1.48836 0.97240 -1.52782
C 2.03712 2.20869 2.28972
Sb 0.85765 0.83455 1.20814
C -1.12914 1.52059 1.35001
C 0.93849 -1.06842 2.19525
C -0.46926 -1.54539 2.35642
C -1.16411 -1.27437 3.53026
C -2.50263 -1.61905 3.65363
C -3.16202 -2.22553 2.59406
C -2.47077 -2.51900 1.42683
C -1.12256 -2.19426 1.29721
C -0.37688 -2.65172 0.08350
Sb -0.12669 -1.33826 -1.60158
C 0.51186 -2.68139 -3.09859
C -2.07052 -0.68383 -2.09394
H 1.52368 2.34313 3.24255
H 2.09704 3.15865 1.76449
H 3.03154 1.80003 2.45411
H -1.52404 1.22988 2.32269
H -1.74916 1.08194 0.57178
H -1.12855 2.60521 1.25625
H 1.43377 -0.87605 3.14776
H 1.57570 -1.72980 1.61123
H -0.65415 -0.80531 4.36398
H -3.02533 -1.42206 4.57965
H -4.20441 -2.49802 2.68476
H -2.98001 -3.04638 0.62841
H -0.94380 -3.44005 -0.42092
H 0.61051 -3.06059 0.29770
H 0.01985 -3.63374 -2.90129
H 1.59156 -2.80726 -3.05000
H 0.21720 -2.30841 -4.07687
H -2.63697 -1.56867 -2.38593
H -2.03428 0.01810 -2.92354
H -2.54133 -0.22787 -1.22552
Se 4.45137 3.19433 -4.28917
Sb 3.97091 0.99659 -4.50263
Se 1.02143 0.69157 -3.76486
Se 3.54005 0.27287 -1.18239
Se 4.36582 -1.17078 -5.04080
N -0.24257 7.35192 -1.38158
C 0.22672 6.30317 -1.43851
N 0.76892 5.10799 -1.52893
C 0.89582 3.95440 -1.32144
N 1.08376 2.75021 -1.15404
*
```

Properties
E_tot   -11113.34635 a.u.
Highest occupied orbital energy   -16.9 eV
Relative energy (zero: lowest compared OMol25 entry of this formula, charge and spin)   0.0000 eV



# 2
# C14H20N4O4S

A single C14H20N4O4S molecule in a non-equilibrium geometry (the ωB97M-V functional and the def2-TZVPD basis, the OMol25 dataset).

Geometry as ORCA input:
```
! wB97M-V def2-TZVPD RIJCOSX def2/J DEFGRID3
* xyz 0 1
C 0.66464 4.38289 -3.00104
C 0.22658 2.93122 -2.84644
C -0.76761 2.72118 -1.70236
C -0.22223 3.04135 -0.31002
C 0.88296 2.08836 0.15206
N 0.41630 0.72813 0.24262
C -0.46438 0.22006 1.12391
S -1.17650 1.13042 2.41280
C -1.85830 -0.27578 3.33158
C -0.78453 -1.32997 3.52767
O 0.37728 -1.10233 3.72078
O -1.32408 -2.54726 3.50393
C -0.41856 -3.62996 3.68639
N -0.71123 -1.07063 0.94542
C 0.05514 -1.41895 -0.10875
C 0.76950 -0.32391 -0.57920
C 1.68408 -0.42953 -1.67255
O 2.38536 0.43219 -2.16328
N 1.69498 -1.73662 -2.16036
C 0.99598 -2.85218 -1.73586
O 1.12339 -3.92823 -2.27112
N 0.14880 -2.65562 -0.66657
C -0.62010 -3.77199 -0.15978
H -0.20057 5.03779 -3.08705
H 1.26971 4.49491 -3.89726
H 1.26197 4.70815 -2.15322
H -0.25885 2.61161 -3.77169
H 1.10412 2.29950 -2.70873
H -1.11225 1.68363 -1.72011
H -1.64034 3.35541 -1.87694
H -1.04186 2.99636 0.41159
H 0.17755 4.05451 -0.29146
H 1.71931 2.09301 -0.54787
H 1.23341 2.39570 1.14286
H -2.17634 0.11782 4.29729
H -2.70641 -0.69366 2.79283
H -0.99021 -4.53753 3.51186
H -0.01713 -3.61942 4.70165
H 0.40884 -3.54927 2.97940
H 2.31936 -1.90713 -2.94118
H -1.22583 -4.19340 -0.96234
H -1.25311 -3.40204 0.64197
H 0.05116 -4.54880 0.20857
*
```

Properties
E_tot   -1463.74356 a.u.
Highest occupied orbital energy   -8.2 eV
Relative energy (zero: lowest compared OMol25 entry of this formula, charge and spin)   0.0000 eV
SMILES string   CCCCCn1c(SCC(=O)OC)nc2c1c(=O)[nH]c(=O)n2C



# 3
# C14H20N5OPtS

A molecular structure, C14H20N5OPtS in a non-equilibrium geometry (the ωB97M-V functional and the def2-TZVPD basis, the OMol25 dataset).

Geometry as ORCA input:
```
! wB97M-V def2-TZVPD RIJCOSX def2/J DEFGRID3
* xyz 3 5
Pt 0.10228 -0.06413 0.06593
N 3.49844 2.57460 0.05008
C 2.33384 2.01143 0.20405
S 2.25374 0.30638 0.62084
N 1.26838 2.85992 0.08984
N 0.10523 2.26666 0.08610
C -0.91321 3.08384 0.30049
C -2.28255 2.70051 0.21289
C -3.22034 3.70620 0.36432
C -4.62338 3.45964 0.25074
C -5.08476 2.17889 0.00410
C -4.18315 1.14459 -0.15738
C -2.75214 1.35658 -0.05860
O -1.98673 0.37037 -0.22421
H 4.36394 2.06349 0.17862
H 3.55333 3.56314 -0.18280
H -0.68408 4.11280 0.57212
H -2.87996 4.71806 0.55728
H -5.32045 4.28142 0.35191
H -6.14805 1.99137 -0.06757
H -4.51831 0.13578 -0.36017
C 0.89459 -4.43375 -1.15147
C 0.91378 -2.88651 -1.11980
N 0.09653 -2.37896 0.01008
C 0.63260 -2.90831 1.28823
C 0.59916 -4.45569 1.29393
N 0.02576 -4.90753 -0.01980
C -1.37287 -4.38575 -0.18116
C -1.30517 -2.83991 -0.15920
H 1.88452 -4.86059 -1.00911
H 0.48223 -4.82371 -2.07890
H 0.51488 -2.47936 -2.04602
H 1.93174 -2.52122 -1.00406
H 0.03830 -2.50787 2.10602
H 1.65389 -2.55402 1.41046
H -0.02699 -4.85364 2.08881
H 1.59202 -4.88874 1.38893
H -0.00168 -5.92878 -0.03272
H -1.97280 -4.78451 0.63337
H -1.76711 -4.76967 -1.11896
H -1.90026 -2.44333 0.66014
H -1.69310 -2.43017 -1.08931
*
```

Properties
E_tot   -1410.88265 a.u.
Highest occupied orbital energy (alpha / beta)   -17.0 / -18.9 eV
Relative energy (zero: lowest compared OMol25 entry of this formula, charge and spin)   0.1328 eV
<S²>   6.051



# 4
# C14H20NS2

2 unconnected molecules or ions with the total composition C14H20NS2 in a non-equilibrium geometry (the ωB97M-V functional and the def2-TZVPD basis, the OMol25 dataset).

Geometry as ORCA input:
```
! wB97M-V def2-TZVPD RIJCOSX def2/J DEFGRID3
* xyz 1 1
C -2.89484 -1.57008 -2.14169
C -3.20052 -0.69569 -1.09335
C -2.35717 -0.61141 0.01424
C -1.21148 -1.40283 0.05573
C -0.31042 -1.36618 1.26893
C -0.39088 -2.66191 2.13219
C 1.06587 -3.00245 2.49357
C 1.95482 -2.11837 1.59578
N 1.05569 -1.24986 0.89079
C -0.87823 -2.26035 -0.99668
C -1.72735 -2.34400 -2.10140
H -3.56559 -1.64734 -2.99778
H -4.09724 -0.07843 -1.12541
H -2.56798 0.04837 0.85824
H -0.60704 -0.51068 1.90328
H -1.01206 -2.49557 3.01729
H -0.83258 -3.46994 1.54059
H 1.26165 -2.75155 3.54142
H 1.28394 -4.06285 2.33428
H 2.70413 -1.56047 2.17573
H 2.51877 -2.72830 0.87459
H 1.42939 -0.43799 0.42069
H 0.03663 -2.85389 -0.93878
H -1.47396 -3.01519 -2.92213
C 1.49131 4.48712 -0.90198
C -0.00391 4.27195 -0.74013
S -0.43648 2.92015 0.41092
C 0.55905 1.65507 -0.07308
S 2.21393 1.83857 -0.34627
C 2.21603 3.27965 -1.47113
H 1.64307 5.32327 -1.59024
H 1.92454 4.75314 0.06629
H -0.46970 5.15727 -0.28598
H -0.49796 4.06081 -1.69561
H 0.10102 0.67048 -0.15510
H 1.79024 2.94000 -2.42150
H 3.28529 3.48949 -1.59631
*
```

Properties
E_tot   -1396.27639 a.u.
Highest occupied orbital energy   -10.9 eV
Relative energy (zero: lowest compared OMol25 entry of this formula, charge and spin)   2.0641 eV